No. 1
# C22H35Cl28F7NO2P

A cluster of 15 separate species, C22H35Cl28F7NO2P in total in a non-equilibrium geometry (ωB97M-V/def2-TZVPD, OMol25).

Maximum force ... 0.0915 hartree/bohr
HOMO level ... -0.3400 Ha
Gap between HOMO and LUMO ... 8.741 eV
Relative energy (zero: lowest compared OMol25 entry of this formula, charge and spin) ... 15.8 kcal/mol

The geometry in XYZ format:
```
96
Properties=species:S:1:pos:R:3:lowdin_charge:R:1
H 4.2300 -8.8565 -4.9905 0.03
H 5.0850 4.3203 10.5591 0.03
C -7.0893 -2.3620 1.2457 -1.02
H -0.9410 2.4171 -8.5532 0.03
F -2.6614 1.0123 0.9413 0.16
Cl -11.4286 -3.7652 1.6155 0.50
F -3.9878 0.0995 -0.8500 0.10
Cl 0.9007 2.3308 -7.0865 0.60
Cl 1.5520 4.4909 6.0098 0.50
H 5.7842 3.3155 -0.3148 0.02
Cl 6.4513 -9.5512 -5.3338 0.52
H 5.5603 0.7349 3.9222 0.01
H 4.1618 -6.1176 -3.0653 -0.10
C 0.1246 -2.8761 -1.8302 0.04
C -0.5462 0.2577 0.3893 -0.52
H -6.2702 1.3880 -0.9512 0.01
Cl 5.6572 1.5004 -1.7981 0.50
H -8.5346 5.6494 -1.3219 0.00
Cl 3.5625 2.6371 9.9422 0.50
Cl 5.4900 3.0887 3.8371 0.54
Cl -1.9214 2.7086 -6.4333 0.51
H 4.1819 -5.9031 -1.2923 0.00
C -10.9217 -2.1641 2.1662 -1.04
C -2.6856 -0.0472 -1.1333 -0.58
N 1.9138 1.1453 -3.1199 -0.12
C -7.3534 1.3805 -1.0013 -1.00
C 6.1776 3.1112 -1.3046 -1.04
Cl 5.4753 -6.9045 -4.5606 0.58
H 1.4299 1.6456 -5.1898 -0.04
Cl -3.2828 -1.8965 -4.5844 0.52
Cl -5.0021 0.4761 -4.5399 0.51
H -9.8408 -2.1494 2.2383 -0.06
C 2.8341 3.2841 6.1750 -1.04
H 4.6624 1.3273 2.5025 0.01
C 3.5544 -6.0909 -2.1576 -1.05
Cl -8.4849 7.9971 -1.1792 0.50
C 4.7630 -1.3180 7.3942 -1.01
O 3.1644 -1.1440 -0.1070 -0.01
H -7.7733 1.5766 -0.0209 0.03
H 0.5409 2.0359 -1.8556 0.11
C 1.5905 2.1231 -4.2088 -0.16
Cl 6.5874 -4.5056 0.5681 0.50
F -2.4285 -1.3319 -1.0111 0.18
H -7.8057 -1.6633 0.8277 -0.03
H -0.1496 0.8030 -2.9782 0.10
H 4.8085 -2.0713 8.1725 0.03
C -4.8583 -1.2341 -4.1176 -1.02
H 5.1417 -8.9647 -3.4692 0.01
F -0.7336 -0.8322 1.1339 0.14
H 7.2612 3.1394 -1.2865 0.02
C 0.6898 1.0480 -2.3074 -0.33
Cl -5.4618 -1.7342 0.9705 0.55
Cl -7.8869 -0.2177 -1.5410 0.53
H -5.6344 -1.7867 -4.6347 0.03
H 5.7355 -2.3183 0.3254 0.02
Cl 5.5616 -3.2046 -1.8386 0.52
Cl 2.1787 1.6458 6.2817 0.48
Cl 3.4120 5.5048 9.4039 0.52
H -0.1691 -3.7509 -2.3675 0.03
Cl 4.6715 0.2754 8.1482 0.46
H -0.5633 4.0070 -7.8527 0.03
P 0.7729 -0.1470 -0.9079 1.21
H 3.5695 4.4144 11.4836 0.02
H 0.6474 2.6297 -3.9639 0.07
Cl 5.5942 4.3581 -2.4198 0.49
C -0.6602 2.9465 -7.6498 -0.98
C -7.7509 6.3899 -1.2089 -1.05
C 5.5442 1.4679 3.1226 -0.99
H 7.3265 -2.5127 -0.4496 0.03
H -7.0630 6.3353 -2.0452 0.02
Cl 6.1946 -1.4721 6.3663 0.51
C 5.1774 -8.6506 -4.5058 -1.01
Cl 2.3714 -4.7813 -2.2913 0.55
F -1.7117 2.0693 -0.6538 0.18
H -7.1807 -3.3254 0.7562 0.04
O 2.8053 0.7756 0.7375 -0.03
C 6.3573 -2.9687 -0.2822 -1.00
H -4.9785 -1.3397 -3.0441 0.00
H 3.4830 3.3325 5.3084 -0.06
Cl -7.4293 -2.5659 2.9713 0.54
C 2.4639 -0.1656 0.0122 -0.80
H 2.0526 0.2652 -3.6078 0.10
Cl -11.4295 -0.8967 1.0404 0.50
F -2.5640 0.3504 -2.3837 0.15
Cl -6.8614 6.0511 0.2806 0.49
Cl 2.7642 -7.6655 -1.9637 0.52
H 3.8782 -1.4653 6.7839 0.02
H 3.3979 3.4951 7.0779 -0.02
H 2.3577 2.9023 -4.2470 0.08
H -11.3652 -1.9699 3.1362 0.03
Cl -7.8817 2.6484 -2.1118 0.53
Cl 6.9826 1.2487 2.1192 0.51
C -1.8795 0.8569 -0.1404 -0.39
C 0.5623 -1.7695 -1.5970 -0.19
C 4.0043 4.2538 10.5035 -1.00
F -0.0316 1.1889 1.1925 0.14
```

=====

No. 2
# C6H9Cl3MoN2O5S6Sb

A structure of composition C6H9Cl3MoN2O5S6Sb (ωB97M-V/def2-TZVPD, OMol25).

Maximum force ... 0.0016 hartree/bohr
HOMO level (alpha / beta) ... -0.1693 / -0.1712 Ha
Charge ... -1
Gap between HOMO and LUMO (alpha / beta) ... 6.105 / 6.145 eV
Relative energy (zero: lowest compared OMol25 entry of this formula, charge and spin) ... 0.0 kcal/mol

The geometry in XYZ format:
```
33
Properties=species:S:1:pos:R:3:lowdin_charge:R:1
O -0.3224 -0.9660 3.9004 0.01
H -2.3527 -1.3651 0.6383 0.03
C -0.9179 0.5225 -3.7172 -1.48
Cl -1.1439 1.7183 -4.9887 0.62
Sb 2.8545 1.7761 1.7047 0.25
C -0.2311 -3.2716 0.5115 -1.27
Mo -0.0339 0.0222 -0.2466 0.75
H 2.3097 -2.4413 0.0361 0.00
H 2.0169 -3.9417 -0.8760 0.08
Cl 0.6197 0.8248 -2.8864 0.59
S 3.6923 3.5173 0.5681 -0.34
S -0.4666 2.2231 0.4231 -0.01
H 1.6869 -0.4297 3.9830 0.07
Cl -0.8910 -1.1117 -4.4131 0.60
C 2.1209 -3.5101 0.1179 -0.11
H -2.5203 -0.7859 2.9149 0.16
H 1.3616 -2.1631 3.7075 0.10
S 2.2073 0.2208 -0.2798 -0.08
N -1.8024 -0.4102 2.3134 0.05
C 1.0447 -1.2691 4.2415 0.00
O -3.2123 0.7334 -3.1043 0.05
N -2.0126 -0.4439 0.9301 -0.08
H 2.9211 -4.0020 0.6651 0.09
S -0.3407 -2.3655 -0.9731 0.55
S -1.5341 -3.6244 1.4843 0.61
H 1.0382 -1.4388 5.3129 0.10
C -0.5215 -0.6959 2.6324 -0.66
O -1.7371 0.3799 -1.4689 -0.34
O 0.3722 -0.6910 1.7879 -0.22
O 0.9412 -3.7569 0.8992 -0.23
H -2.6206 0.3111 0.6330 0.09
C -2.0947 0.5639 -2.6800 -0.79
S 0.4778 2.4151 2.2556 -0.17
```

=====

No. 3
# C27H33Br9F18O12

A structure of composition C27H33Br9F18O12 in a non-equilibrium geometry (ωB97M-V/def2-TZVPD, OMol25).

Maximum force ... 0.0419 hartree/bohr
HOMO level ... -0.3829 Ha
Gap between HOMO and LUMO ... 9.817 eV
Relative energy (zero: lowest compared OMol25 entry of this formula, charge and spin) ... 0.0 kcal/mol

The geometry in XYZ format:
```
99
Properties=species:S:1:pos:R:3:lowdin_charge:R:1
C -25.5820 25.2490 24.4996 -1.43
H -26.4058 28.0694 26.7125 0.00
H -25.4418 28.8519 19.0131 0.13
F -28.8232 30.2520 30.1569 0.17
Br -24.6872 23.8121 28.4568 0.51
H -31.6608 31.0604 24.6707 0.09
H -22.3026 20.7746 27.2527 0.13
Br -26.9003 25.5214 25.9284 0.64
F -18.9270 23.8105 27.0591 0.11
C -28.4837 21.6749 25.7280 -0.21
H -32.0886 28.9626 26.1779 0.13
C -29.9200 22.1708 25.7082 -0.05
H -25.3287 24.7677 19.8307 0.12
O -31.1631 27.6989 24.8656 0.05
H -28.2479 21.3631 26.7446 0.13
H -22.6805 22.3242 25.2432 0.04
C -19.3606 21.4627 27.0431 -0.39
H -28.0863 23.4775 20.2687 0.09
O -25.0412 25.2236 17.2355 0.17
O -27.7620 29.4064 20.0932 0.18
H -25.4192 29.0243 25.7489 0.04
C -27.1846 23.9702 20.6263 -0.09
Br -25.5288 23.3871 24.0222 0.70
O -27.8501 29.9762 27.7768 0.03
H -23.7111 26.9226 19.3365 0.09
O -26.8759 25.0373 18.4905 0.02
H -24.6559 25.5955 24.9449 -0.09
C -22.0653 26.6240 23.3239 -1.55
F -28.5343 30.2712 22.6054 0.17
F -26.5389 29.8753 23.2634 0.14
F -29.5940 19.2396 22.5493 0.16
C -31.6186 30.0147 24.3612 -0.05
H -22.8371 26.0518 22.8237 -0.05
F -30.4960 31.4735 29.5203 0.19
F -27.0830 26.0621 15.3797 0.17
Br -20.7566 27.2439 22.0327 0.61
O -20.6230 21.8511 26.8615 -0.01
H -27.4921 24.8864 21.1269 0.01
C -27.0375 30.1564 26.6210 -0.19
Br -23.5101 26.6820 27.5146 0.56
O -25.7965 28.9791 21.0074 -0.02
F -27.6698 18.5235 23.3244 0.17
F -28.1595 26.8126 17.1882 0.19
H -30.9031 30.1197 23.5400 0.07
F -18.1295 22.6065 28.6479 0.17
C -18.3853 22.6212 27.3345 -0.57
C -26.9807 29.5752 20.9781 -0.40
F -26.2862 27.6607 16.5662 0.15
H -26.1175 27.4066 19.7146 0.12
C -30.0438 25.9306 23.6948 -0.55
F -26.9837 31.6647 22.0318 0.19
F -29.4135 25.9512 22.5391 0.17
C -28.2809 19.5274 22.6846 -0.53
H -27.8011 22.4854 25.4597 0.05
H -23.1641 20.6396 25.0629 0.08
H -23.2090 28.4054 20.3041 0.07
C -28.9691 30.7024 27.8663 -0.40
O -28.2764 21.8999 22.9484 0.13
H -25.2949 29.0568 27.5365 0.05
Br -21.4692 24.5722 28.6493 0.62
Br -26.0823 26.4035 22.9618 0.70
H -26.5525 31.1321 26.6973 0.14
H -21.6578 21.3005 24.3369 0.08
O -28.3017 20.6329 24.7920 0.04
C -25.3804 28.1956 19.8853 -0.21
F -31.3231 25.5701 23.5172 0.16
C -26.2237 24.2400 19.4912 -0.19
H -30.6213 21.3603 25.9121 0.09
C -27.2590 30.3875 22.2616 -0.55
O -28.9607 27.8798 24.5224 0.11
C -23.3015 25.2126 28.8151 -1.46
O -18.9928 20.3324 27.0465 0.18
H -23.9540 27.1210 21.0351 0.01
F -30.4995 29.3722 29.0509 0.16
H -30.1438 22.5534 24.7123 0.07
C -25.9771 29.0733 26.6884 -0.10
F -27.7702 19.6677 21.4684 0.18
F -17.2695 22.4296 26.6650 0.20
H -25.8783 23.3135 19.0292 0.13
H -30.3843 29.2701 25.9612 0.10
Br -23.0499 28.1591 24.0452 0.56
H -30.0848 22.9598 26.4406 0.08
C -29.7230 30.4543 29.1836 -0.55
C -23.9783 27.6671 20.0831 -0.07
H -32.5474 29.7378 23.8578 0.09
C -22.3102 21.2993 25.2138 -0.07
C -30.0019 27.3041 24.3994 -0.40
O -29.2997 31.5329 27.0817 0.17
H -27.6262 30.0293 25.7130 0.11
H -21.1504 19.8522 26.3188 0.12
H -26.6257 23.3966 21.3625 0.03
C -26.9963 26.5215 16.6344 -0.55
F -29.5064 24.9711 24.4665 0.10
C -31.3001 29.0083 25.4314 -0.18
C -21.5585 20.8500 26.4574 -0.20
Br -21.3014 25.4961 24.7332 0.57
H -23.4635 25.5208 29.8380 -0.02
C -26.1775 25.4967 17.4629 -0.41
C -28.2143 20.8406 23.5012 -0.41
```

=====

Please write out number 2 again, unchanged.
# C6H9Cl3MoN2O5S6Sb

A structure of composition C6H9Cl3MoN2O5S6Sb (ωB97M-V/def2-TZVPD, OMol25).

Maximum force ... 0.0016 hartree/bohr
HOMO level (alpha / beta) ... -0.1693 / -0.1712 Ha
Charge ... -1
Gap between HOMO and LUMO (alpha / beta) ... 6.105 / 6.145 eV
Relative energy (zero: lowest compared OMol25 entry of this formula, charge and spin) ... 0.0 kcal/mol

The geometry in XYZ format:
```
33
Properties=species:S:1:pos:R:3:lowdin_charge:R:1
O -0.3224 -0.9660 3.9004 0.01
H -2.3527 -1.3651 0.6383 0.03
C -0.9179 0.5225 -3.7172 -1.48
Cl -1.1439 1.7183 -4.9887 0.62
Sb 2.8545 1.7761 1.7047 0.25
C -0.2311 -3.2716 0.5115 -1.27
Mo -0.0339 0.0222 -0.2466 0.75
H 2.3097 -2.4413 0.0361 0.00
H 2.0169 -3.9417 -0.8760 0.08
Cl 0.6197 0.8248 -2.8864 0.59
S 3.6923 3.5173 0.5681 -0.34
S -0.4666 2.2231 0.4231 -0.01
H 1.6869 -0.4297 3.9830 0.07
Cl -0.8910 -1.1117 -4.4131 0.60
C 2.1209 -3.5101 0.1179 -0.11
H -2.5203 -0.7859 2.9149 0.16
H 1.3616 -2.1631 3.7075 0.10
S 2.2073 0.2208 -0.2798 -0.08
N -1.8024 -0.4102 2.3134 0.05
C 1.0447 -1.2691 4.2415 0.00
O -3.2123 0.7334 -3.1043 0.05
N -2.0126 -0.4439 0.9301 -0.08
H 2.9211 -4.0020 0.6651 0.09
S -0.3407 -2.3655 -0.9731 0.55
S -1.5341 -3.6244 1.4843 0.61
H 1.0382 -1.4388 5.3129 0.10
C -0.5215 -0.6959 2.6324 -0.66
O -1.7371 0.3799 -1.4689 -0.34
O 0.3722 -0.6910 1.7879 -0.22
O 0.9412 -3.7569 0.8992 -0.23
H -2.6206 0.3111 0.6330 0.09
C -2.0947 0.5639 -2.6800 -0.79
S 0.4778 2.4151 2.2556 -0.17
```

=====

maximum force of number 2 (C6H9Cl3MoN2O5S6Sb)?
0.0016 hartree/bohr